Computed, not measured: a cluster of 2 separate species, C31H36BF3O2 in total, with ωB97M-V with the def2-TZVPD basis set.

Each atom is followed by the atoms it is bonded to, with distances in Å.
Cartesian coordinates (Å):
1 F 3.26600 -1.48322 6.03812  C17 1.362
2 F 4.26825 0.47010 6.06906  C17 1.373
3 F 2.12896 0.32186 6.54240  C17 1.369
4 O 3.11028 2.10243 -0.46987  C9 1.445, B37 1.380
5 O 3.78997 -0.13395 -0.72913  C11 1.444, B37 1.385
6 C 2.92776 2.11177 -2.86613  C9 1.530, H46 1.101, H59 1.100, H68 1.102
7 C 6.02947 0.73172 -0.94274  C11 1.535, H43 1.100, H45 1.100, H63 1.102
8 C 2.80037 0.04561 4.25262  C17 1.512, C24 1.395, C32 1.391
9 C 3.89453 2.05087 -1.68245  O4 1.445, C6 1.530, C11 1.600, C33 1.521
10 C -3.67607 -2.64429 -2.47439  C14 1.411, C23 1.396, H38 1.094
11 C 4.64415 0.64000 -1.59810  O5 1.444, C7 1.535, C9 1.600, C36 1.518
12 C -5.65675 -1.28845 2.15907  C15 1.396, C25 1.416, H60 1.091
13 C 2.78759 0.54164 1.51955  C16 1.404, C27 1.404, B37 1.542
14 C -3.53238 -3.54700 -3.54964  C10 1.411, C31 1.402, H70 1.090
15 C -6.42323 -1.46985 3.31155  C12 1.396, C34 1.403, H40 1.086
16 C 2.77594 -0.77757 1.99986  C13 1.404, C32 1.396, H52 1.085
17 C 3.10491 -0.16900 5.71779  F1 1.362, F2 1.373, F3 1.369, C8 1.512
18 C -0.97620 -1.52510 -0.57960  C29 1.549, H42 1.095, H51 1.102, H67 1.095
19 C -2.54330 -0.95632 -3.78911  C23 1.404, C35 1.394, H49 1.097
20 C -6.13120 0.85498 3.90290  C30 1.391, C34 1.402, H55 1.088
21 C -3.85917 -0.67205 -0.16920  C26 1.349, C28 1.520, H57 1.092
22 C -1.28176 0.96948 -0.07288  C29 1.553, H47 1.093, H54 1.098, H61 1.100
23 C -3.14065 -1.35990 -2.58391  C10 1.396, C19 1.404, C28 1.561
24 C 2.59585 1.34979 3.80325  C8 1.395, C27 1.395, H65 1.089
25 C -5.16715 -0.00019 1.83434  C12 1.416, C26 1.452, C30 1.414
26 C -4.44166 0.26656 0.60473  C21 1.349, C25 1.452, H44 1.095
27 C 2.57919 1.59054 2.42972  C13 1.404, C24 1.395, H48 1.089
28 C -3.03473 -0.34383 -1.40302  C21 1.520, C23 1.561, C29 1.485, H66 1.103
29 C -1.59912 -0.18941 -1.05608  C18 1.549, C22 1.553, C28 1.485, H73 1.103
30 C -5.37727 1.05475 2.75174  C20 1.391, C25 1.414, H56 1.091
31 C -2.92027 -3.13869 -4.74347  C14 1.402, C35 1.398, H39 1.092
32 C 2.78199 -1.03171 3.37275  C8 1.391, C16 1.396, H50 1.088
33 C 4.76718 3.29594 -1.71242  C9 1.521, H53 1.096, H58 1.098, H71 1.098
34 C -6.69003 -0.40086 4.17946  C15 1.403, C20 1.402, H72 1.092
35 C -2.39327 -1.84832 -4.85043  C19 1.394, C31 1.398, H69 1.099
36 C 4.79079 -0.13268 -2.89652  C11 1.518, H41 1.097, H62 1.095, H64 1.097
37 B 3.16940 0.82625 0.05312  O4 1.380, O5 1.385, C13 1.542
38 H -4.18965 -2.94015 -1.55485  C10 1.094
39 H -2.84671 -3.82558 -5.58968  C31 1.092
40 H -6.85249 -2.44617 3.51372  C15 1.086
41 H 5.55638 0.32423 -3.53584  C36 1.097
42 H -0.00858 -1.66190 -1.07280  C18 1.095
43 H 6.76142 1.17972 -1.63013  C7 1.100
44 H -4.35967 1.31650 0.30365  C26 1.095
45 H 6.38097 -0.28365 -0.70914  C7 1.100
46 H 3.47122 2.19009 -3.82034  C6 1.101
47 H -2.18372 1.32022 0.43514  C22 1.093
48 H 2.46645 2.61502 2.07775  C27 1.089
49 H -2.16179 0.06996 -3.86447  C19 1.097
50 H 2.79292 -2.05288 3.74712  C32 1.088
51 H -0.82072 -1.56017 0.51095  C18 1.102
52 H 2.82674 -1.61446 1.31081  C16 1.085
53 H 5.34450 3.41025 -0.78775  C33 1.096
54 H -0.55888 0.66175 0.69436  C22 1.098
55 H -6.32320 1.69096 4.57163  C20 1.088
56 H -4.93894 2.02885 2.52850  C30 1.091
57 H -3.83194 -1.71453 0.15576  C21 1.092
58 H 5.45423 3.26880 -2.56800  C33 1.098
59 H 2.29239 3.00475 -2.76934  C6 1.100
60 H -5.45721 -2.12243 1.48394  C12 1.091
61 H -0.85615 1.81481 -0.63442  C22 1.100
62 H 3.85132 -0.17212 -3.45703  C36 1.095
63 H 6.02078 1.31860 -0.01055  C7 1.102
64 H 5.10476 -1.16071 -2.67526  C36 1.097
65 H 2.46528 2.16336 4.51469  C24 1.089
66 H -3.40358 0.61217 -1.81106  C28 1.103
67 H -1.59315 -2.38701 -0.85414  C18 1.095
68 H 2.27476 1.22454 -2.89683  C6 1.102
69 H -1.85546 -1.53382 -5.75632  C35 1.099
70 H -3.89788 -4.56898 -3.44670  C14 1.090
71 H 4.12882 4.18143 -1.82875  C33 1.098
72 H -7.33939 -0.53707 5.04682  C34 1.092
73 H -1.08219 0.07371 -1.99440  C29 1.103

Summary:
ΔE to the lowest compared entry with this formula, charge and spin: 0.00 kcal per mole
Electronic energy: -1677.9046 a.u.
Orbital gap: 8.739 eV
Structure (SMILES): CC1(C)OB(c2ccc(C(F)(F)F)cc2)OC1(C)C.CC(C)[C@H](/C=C/c1ccccc1)c1ccccc1
M: 508.43 g/mol

These are the Mulliken partial charges, in e, on atoms 1 to 2: F -0.28; F -0.25